No. 1
{"formula": "C6H22N2O3", "method": "the ωB97M-V functional and the def2-TZVPD basis", "e_above_lowest_kcal_mol": 62.93, "charge": 0, "smiles": "CCN(C)CCNC.O.O.O", "species": ["C", "C", "N", "C", "C", "C", "N", "C", "H", "H", "H", "H", "H", "H", "H", "H", "H", "H", "H", "H", "H", "H", "H", "H", "O", "H", "H", "O", "H", "H", "O", "H", "H"], "coordinates": [[-1.8031, 1.4578, -2.2664], [-2.3954, 1.1294, -0.9198], [-2.2623, -0.1901, -0.3295], [-2.2109, -1.3142, -1.3012], [-1.0045, -0.2155, 0.4458], [0.4757, 0.0800, -0.0568], [1.5571, -0.5523, 0.7321], [2.4231, 0.4144, 1.4536], [-2.0784, 2.4696, -2.6049], [-0.7409, 1.5203, -2.0767], [-2.0286, 0.7315, -3.0703], [-2.1879, 1.8585, -0.1358], [-3.5111, 1.3354, -1.0361], [-1.2096, -1.4523, -1.7271], [-2.6431, -2.1341, -0.7229], [-2.9131, -1.1240, -2.1507], [-0.9505, -1.2450, 0.8103], [-1.1639, 0.3556, 1.3977], [0.7204, -0.1480, -1.0807], [0.5027, 1.1882, 0.1043], [1.0861, -1.1664, 1.3866], [2.7167, 1.2029, 0.7241], [3.3115, -0.2098, 1.6396], [1.9905, 0.9239, 2.3159], [2.5226, 2.0118, -1.5031], [2.9216, 1.4283, -0.8675], [2.3508, 1.5388, -2.3187], [1.9227, -3.5135, 1.1086], [1.1165, -3.1073, 1.4117], [2.3981, -2.8275, 0.6403], [0.4502, 0.2468, 3.4459], [1.0092, -0.5412, 3.4189], [-0.3723, -0.1517, 3.1330]], "forces_ev_per_angstrom": [[0.96, 0.28, 0.00], [-3.92, 0.86, -0.19], [2.49, 0.36, -0.75], [-1.43, 0.96, -0.04], [0.26, -1.53, 1.60], [-0.94, 1.93, 0.62], [-1.14, 0.69, 0.22], [0.72, -0.53, -1.47], [-0.22, -0.43, 0.19], [0.68, -0.17, -0.65], [0.11, 0.36, 0.55], [0.67, 0.09, -0.17], [0.87, -0.55, 0.08], [-0.19, -0.40, 0.20], [0.64, -0.49, -0.48], [0.49, -0.08, 0.70], [-0.05, -0.40, 0.10], [0.13, 0.02, -1.03], [-0.66, 0.03, -0.59], [0.55, -0.75, -0.61], [0.31, 0.11, 0.22], [-0.13, -0.59, 0.81], [0.00, 0.77, 0.62], [0.21, -0.26, -0.21], [-0.27, 1.01, -0.38], [0.24, -0.60, -0.16], [0.15, -0.30, 0.07], [0.33, -0.75, 0.17], [-0.33, 0.08, -0.01], [-0.04, 0.42, -0.19], [-0.59, -0.89, 0.25], [0.34, 0.28, 0.35], [-0.27, 0.45, 0.18]]}

---

No. 2
{"formula": "C4H8OS2", "method": "the ωB97M-V functional and the def2-TZVPD basis", "e_above_lowest_kcal_mol": 65.80, "charge": 0, "smiles": "C=C=C.CSSO", "species": ["C", "C", "C", "H", "H", "H", "H", "C", "S", "S", "O", "H", "H", "H", "H"], "coordinates": [[2.7288, -0.6657, 0.6824], [2.3068, -0.3688, -0.4866], [1.9333, -0.1589, -1.7170], [2.9553, 0.0789, 1.3913], [2.4722, -1.6179, 1.0601], [2.5553, -0.1326, -2.5427], [0.8508, -0.2558, -1.9363], [-1.2455, 1.4128, 1.0239], [-2.0778, 1.2940, -0.6107], [-2.0512, -0.7599, -0.6752], [-3.3596, -1.4054, 0.1655], [-1.8065, 1.0078, 1.8372], [-0.8281, 2.3572, 1.2720], [-0.3519, 0.7946, 0.9986], [-4.0821, -1.5804, -0.4626]], "forces_ev_per_angstrom": [[-0.64, 0.10, 0.88], [0.06, 0.35, -2.14], [-2.35, -0.72, 1.37], [0.36, 0.86, 0.76], [0.50, -1.26, 0.29], [1.40, -0.03, -1.32], [0.62, 0.71, 0.18], [0.95, -0.81, -0.48], [0.13, -0.94, 1.10], [-0.40, 0.06, -0.28], [0.15, 0.41, -0.40], [-0.89, 0.06, 0.33], [-0.29, 1.31, -0.05], [0.06, -0.31, -0.42], [0.34, 0.21, 0.18]]}